1.
{
  "formula": "C13H44O9",
  "method": "ωB97M-V/def2-TZVPD",
  "symbols": ["C", "C", "O", "H", "H", "H", "H", "H", "H", "C", "C", "O", "H", "H", "H", "H", "H", "H", "C", "C", "O", "H", "H", "H", "H", "H", "H", "C", "C", "O", "H", "H", "H", "H", "H", "H", "C", "O", "H", "H", "H", "H", "C", "O", "H", "H", "H", "H", "C", "O", "H", "H", "H", "H", "C", "O", "H", "H", "H", "H", "C", "O", "H", "H", "H", "H"],
  "xyz": [[-34.188, -7.033, -18.969], [-34.706, -8.276, -18.196], [-35.149, -7.898, -16.917], [-33.851, -7.295, -19.973], [-33.294, -6.687, -18.450], [-34.950, -6.256, -19.029], [-33.896, -8.977, -17.994], [-35.414, -8.767, -18.865], [-35.384, -8.689, -16.427], [-32.822, -9.301, -5.917], [-34.054, -10.106, -6.212], [-33.710, -11.481, -6.231], [-32.900, -8.260, -5.604], [-32.147, -9.287, -6.773], [-32.458, -9.730, -4.983], [-34.628, -9.823, -7.094], [-34.807, -10.070, -5.425], [-33.468, -11.706, -5.329], [-31.420, -15.718, -14.929], [-31.514, -16.017, -16.439], [-30.321, -16.535, -17.004], [-31.316, -16.683, -14.432], [-32.301, -15.257, -14.484], [-30.588, -15.078, -14.635], [-31.652, -15.060, -16.943], [-32.389, -16.611, -16.700], [-29.660, -15.840, -16.955], [-40.357, -11.662, -14.527], [-40.770, -11.750, -13.079], [-39.732, -11.394, -12.240], [-40.050, -10.662, -14.832], [-41.146, -11.953, -15.220], [-39.588, -12.389, -14.786], [-41.150, -12.759, -12.917], [-41.644, -11.128, -12.889], [-40.011, -11.457, -11.324], [-36.185, -14.623, -9.306], [-34.925, -13.992, -9.377], [-36.330, -15.313, -10.137], [-36.164, -15.221, -8.395], [-36.948, -13.844, -9.301], [-34.740, -13.478, -8.587], [-33.115, -4.980, -13.638], [-34.223, -4.794, -14.519], [-32.152, -4.875, -14.136], [-33.102, -4.195, -12.881], [-33.090, -5.920, -13.086], [-34.464, -5.615, -14.954], [-29.713, -11.630, -10.103], [-28.501, -11.408, -10.812], [-30.015, -12.676, -10.049], [-29.664, -11.420, -9.034], [-30.502, -11.017, -10.540], [-28.651, -10.824, -11.559], [-29.869, -9.543, -15.239], [-28.783, -9.227, -14.411], [-30.260, -10.502, -14.899], [-30.661, -8.810, -15.083], [-29.542, -9.533, -16.278], [-28.467, -8.366, -14.693], [-34.905, -10.950, -12.719], [-35.903, -10.781, -13.716], [-34.159, -10.156, -12.687], [-35.254, -11.007, -11.688], [-34.306, -11.855, -12.824], [-36.744, -10.858, -13.261]],
  "homo_ev": -10.10,
  "total_energy_ev": -32617.1540,
  "lumo_ev": 0.245,
  "homo_lumo_gap_ev": 10.35,
  "total_charge": 0
}


2.
{
  "formula": "C6H14O3",
  "method": "ωB97M-V/def2-TZVPD",
  "symbols": ["C", "C", "C", "C", "C", "O", "C", "O", "O", "H", "H", "H", "H", "H", "H", "H", "H", "H", "H", "H", "H", "H", "H"],
  "xyz": [[-0.547, -1.197, 0.868], [-0.041, -0.209, -0.186], [1.245, -0.744, -0.826], [0.094, 1.207, 0.320], [0.962, 1.295, 1.741], [2.238, 0.695, 1.690], [-1.219, -0.052, -1.418], [-2.483, 0.339, -0.933], [-1.382, -1.303, -2.044], [-1.395, -0.792, 1.428], [-0.861, -2.134, 0.396], [0.237, -1.451, 1.589], [1.053, -1.676, -1.367], [1.668, -0.023, -1.533], [2.007, -0.979, -0.078], [-0.872, 1.663, 0.553], [0.622, 1.833, -0.406], [1.076, 2.358, 1.978], [0.392, 0.833, 2.550], [2.753, 1.142, 0.999], [-0.902, 0.685, -2.164], [-2.748, -0.351, -0.305], [-1.898, -1.141, -2.852]],
  "homo_ev": -9.54,
  "total_energy_ev": -12590.9699,
  "lumo_ev": 0.713,
  "homo_lumo_gap_ev": 10.26,
  "total_charge": 0
}


3.
{
  "formula": "C30H70AsBF6N2NaO6",
  "method": "ωB97M-V/def2-TZVPD",
  "symbols": ["Na", "B", "H", "H", "H", "H", "As", "F", "F", "F", "F", "F", "F", "C", "C", "N", "C", "C", "C", "C", "H", "H", "H", "H", "H", "H", "H", "H", "H", "H", "H", "H", "H", "H", "H", "C", "C", "N", "C", "C", "C", "C", "H", "H", "H", "H", "H", "H", "H", "H", "H", "H", "H", "H", "H", "H", "H", "C", "C", "O", "C", "H", "H", "H", "H", "H", "H", "C", "C", "O", "C", "H", "H", "H", "H", "H", "H", "C", "C", "O", "C", "H", "H", "H", "H", "H", "H", "C", "C", "O", "C", "H", "H", "H", "H", "H", "H", "C", "C", "O", "C", "H", "H", "H", "H", "H", "H", "C", "C", "O", "C", "H", "H", "H", "H", "H", "H"],
  "xyz": [[-15.085, 18.067, -19.414], [-13.487, 15.990, -20.285], [-12.667, 15.177, -20.283], [-14.486, 15.468, -20.020], [-13.207, 16.806, -19.542], [-13.618, 16.501, -21.312], [-16.903, 17.452, -22.764], [-18.552, 17.863, -22.258], [-17.097, 15.879, -21.967], [-15.285, 16.983, -23.191], [-16.709, 18.958, -23.670], [-16.319, 18.282, -21.320], [-17.502, 16.857, -24.287], [-13.244, 20.383, -16.791], [-14.449, 21.022, -17.503], [-14.580, 20.561, -18.893], [-13.419, 21.025, -19.703], [-12.249, 20.017, -19.811], [-15.745, 21.259, -19.489], [-17.076, 20.740, -18.994], [-12.318, 20.916, -17.012], [-13.100, 19.328, -17.019], [-13.361, 20.507, -15.712], [-15.369, 20.763, -16.978], [-14.356, 22.106, -17.347], [-13.748, 21.012, -20.742], [-13.010, 21.994, -19.407], [-11.678, 20.338, -20.683], [-11.585, 20.122, -18.950], [-12.527, 18.964, -19.846], [-15.716, 21.016, -20.553], [-15.638, 22.347, -19.406], [-17.344, 21.049, -17.985], [-17.192, 19.672, -19.183], [-17.851, 21.146, -19.653], [-14.980, 25.177, -23.459], [-14.284, 24.218, -24.445], [-13.656, 23.048, -23.901], [-14.621, 21.973, -23.548], [-13.933, 20.619, -23.805], [-12.499, 23.126, -23.044], [-11.404, 24.037, -23.544], [-14.405, 25.546, -22.601], [-15.794, 24.656, -22.943], [-15.300, 26.112, -23.923], [-15.012, 23.927, -25.200], [-13.526, 24.875, -24.889], [-14.942, 21.887, -22.499], [-15.535, 22.179, -24.102], [-13.159, 20.357, -23.088], [-14.659, 19.806, -23.826], [-13.524, 20.667, -24.817], [-12.030, 22.143, -22.997], [-12.803, 23.292, -21.996], [-11.203, 23.687, -24.561], [-10.516, 23.602, -23.070], [-11.414, 25.113, -23.404], [-18.737, 21.216, -22.987], [-18.550, 22.653, -23.356], [-18.218, 23.522, -22.581], [-18.927, 22.939, -24.781], [-18.158, 20.565, -23.642], [-19.749, 20.844, -23.178], [-18.564, 21.056, -21.924], [-18.289, 22.375, -25.467], [-18.803, 23.985, -25.058], [-19.949, 22.602, -24.956], [-19.676, 17.939, -19.498], [-18.785, 16.744, -19.219], [-17.685, 16.898, -18.732], [-19.342, 15.384, -19.533], [-19.186, 18.881, -19.270], [-20.554, 17.810, -18.861], [-19.930, 17.938, -20.558], [-19.429, 15.219, -20.605], [-20.259, 15.312, -18.941], [-18.708, 14.595, -19.129], [-20.663, 15.833, -24.221], [-20.983, 17.228, -24.675], [-21.606, 18.010, -23.989], [-20.327, 17.772, -25.963], [-21.126, 15.608, -23.260], [-19.587, 15.710, -24.082], [-21.060, 15.098, -24.925], [-20.823, 18.723, -26.133], [-20.565, 17.077, -26.769], [-19.274, 17.794, -25.682], [-19.808, 12.293, -22.787], [-18.442, 12.263, -22.185], [-17.600, 13.090, -22.430], [-18.096, 11.074, -21.320], [-20.093, 13.270, -23.175], [-20.563, 11.989, -22.059], [-19.846, 11.633, -23.657], [-18.350, 11.348, -20.294], [-17.019, 10.926, -21.383], [-18.580, 10.151, -21.637], [-10.974, 16.897, -25.725], [-11.726, 16.613, -24.459], [-12.654, 15.840, -24.432], [-11.270, 17.321, -23.197], [-10.920, 17.993, -25.707], [-11.413, 16.542, -26.651], [-9.924, 16.608, -25.634], [-10.500, 16.730, -22.701], [-12.169, 17.296, -22.575], [-10.905, 18.307, -23.484], [-17.604, 14.949, -26.801], [-16.165, 14.866, -26.380], [-15.749, 14.305, -25.395], [-15.182, 15.433, -27.356], [-18.066, 13.992, -26.548], [-17.874, 15.158, -27.837], [-18.059, 15.764, -26.233], [-14.923, 14.749, -28.165], [-14.268, 15.570, -26.771], [-15.539, 16.394, -27.729]],
  "homo_ev": -5.53,
  "total_energy_ev": -129750.6796,
  "lumo_ev": 1.866,
  "homo_lumo_gap_ev": 7.40,
  "total_charge": -1
}


4.
{
  "formula": "C2H8N2P2",
  "method": "ωB97M-V/def2-TZVPD",
  "symbols": ["C", "C", "N", "P", "P", "N", "H", "H", "H", "H", "H", "H", "H", "H"],
  "xyz": [[-1.530, 0.431, 0.118], [-0.184, 1.130, -0.285], [1.005, 0.802, 0.563], [2.251, -0.331, -0.103], [0.096, -1.690, 0.128], [-1.370, -1.037, -0.136], [-1.658, 0.633, 1.198], [-2.485, 0.616, -0.403], [0.041, 0.933, -1.424], [-0.278, 2.241, -0.222], [1.646, 1.570, 0.814], [1.845, -0.215, -1.532], [0.006, -3.191, -0.199], [0.613, -1.892, 1.484]],
  "homo_ev": [-7.82, -7.82],
  "total_energy_ev": -23757.9982,
  "lumo_ev": [-0.470, -0.470],
  "homo_lumo_gap_ev": [7.35, 7.35],
  "total_charge": 0
}